Entry from OMol25: a 2-piece molecular cluster, H2N3O3S overall at a distorted geometry (ωB97M-V/def2-TZVPD).

Atoms and positions in Å:
1 N -0.083 2.660 -0.021
2 N 0.992 2.485 0.188
3 N -1.091 -0.538 0.472
4 O 1.369 0.297 0.425
5 O 0.816 -2.119 0.329
6 O 0.386 -0.837 -1.548
7 S 0.529 -0.809 -0.102
8 H -1.551 -1.455 0.228
9 H -1.369 0.316 0.028

Computed properties:
Net charge   -1
E_tot   -789.47750 Eh
LUMO level   4.1 eV
Largest force on an atom   3.5 eV/A
Relative energy (zero: lowest compared OMol25 entry of this formula, charge and spin)   14.51 kcal/mol

Entry from OMol25: one molecule with the formula H2N4O3 at a distorted geometry (ωB97M-V/def2-TZVPD).

Atoms and positions in Å:
1 N -0.004 -0.019 -0.139
2 N 1.276 0.424 -0.100
3 N 1.655 1.666 -0.118
4 O 0.739 2.468 -0.049
5 N 2.384 -0.546 -0.048
6 O 3.455 -0.072 0.241
7 O 2.063 -1.679 -0.215
8 H -0.590 0.720 -0.525
9 H -0.483 -0.056 0.904

Computed properties:
Net charge   0
SMILES string   NN(N=O)[N+](=O)[O-]
E_tot   -445.69798 Eh
LUMO level   -0.7 eV
Largest force on an atom   4.2 eV/A
Relative energy (zero: lowest compared OMol25 entry of this formula, charge and spin)   45.34 kcal/mol

Entry from OMol25: an isolated ion of composition H2NO2S and charge -1 at a distorted geometry (ωB97M-V/def2-TZVPD).

Atoms and positions in Å:
1 O 1.196 0.325 -0.601
2 N 0.552 -0.618 0.268
3 O -0.631 -1.070 0.003
4 S -1.976 0.550 -0.067
5 H 0.558 1.005 -0.837
6 H 0.300 -0.192 1.234

Computed properties:
Net charge   -1
SMILES string   ONO[S-]
E_tot   -604.50312 Eh
LUMO level   4.1 eV
Largest force on an atom   4.5 eV/A
Relative energy (zero: lowest compared OMol25 entry of this formula, charge and spin)   94.30 kcal/mol

Entry from OMol25: an isolated ion of composition H2NO2S and charge -1 at a distorted geometry (ωB97M-V/def2-TZVPD).

Atoms and positions in Å:
1 N -0.408 1.208 -0.094
2 S -0.040 -0.271 0.279
3 O -0.824 -1.391 -0.302
4 O 0.245 -0.446 1.698
5 H -0.195 1.352 -1.074
6 H 1.221 -0.450 -0.508

Computed properties:
Net charge   -1
SMILES string   N=[S@H](=O)[O-]
E_tot   -604.62935 Eh
LUMO level   4.3 eV
Largest force on an atom   2.6 eV/A
Relative energy (zero: lowest compared OMol25 entry of this formula, charge and spin)   15.09 kcal/mol

Entry from OMol25: an isolated ion of composition H2NO2S and charge -1 at a distorted geometry (ωB97M-V/def2-TZVPD).

Atoms and positions in Å:
1 N 0.865 0.567 -0.749
2 S -0.317 0.008 0.166
3 O -0.827 -1.498 -0.096
4 O -1.408 0.986 0.410
5 H 1.351 -0.117 -1.371
6 H 0.336 0.054 1.641

Computed properties:
Net charge   -1
SMILES string   N=[S@H](=O)[O-]
E_tot   -604.59962 Eh
LUMO level   4.3 eV
Largest force on an atom   5.4 eV/A
Relative energy (zero: lowest compared OMol25 entry of this formula, charge and spin)   33.75 kcal/mol

Entry from OMol25: a 2-piece molecular cluster, H2NO3S overall at a distorted geometry (ωB97M-V/def2-TZVPD).

Atoms and positions in Å:
1 N -1.809 -0.328 -0.161
2 O 0.955 1.163 0.835
3 O 1.671 -1.145 0.128
4 O 1.546 0.678 -1.574
5 S 1.196 0.217 -0.212
6 H -1.656 -1.070 0.646
7 H -1.903 0.487 0.338

Computed properties:
Net charge   -1
E_tot   -679.82190 Eh
LUMO level (alpha / beta)   3.6 / 3.9 eV
Largest force on an atom   4.6 eV/A
Relative energy (zero: lowest compared OMol25 entry of this formula, charge and spin)   77.74 kcal/mol

Entry from OMol25: an isolated ion of composition H2NO3S2 and charge -1 at a distorted geometry (ωB97M-V/def2-TZVPD).

Atoms and positions in Å:
1 N -1.203 0.809 -0.172
2 O -0.798 -0.302 -0.916
3 S 0.559 -0.780 -0.026
4 O 0.042 -0.947 1.327
5 O 1.033 -1.986 -0.681
6 S 1.917 1.314 -0.125
7 H -1.132 0.390 0.755
8 H -0.418 1.502 -0.161

Computed properties:
Net charge   -1
SMILES string   NOS(=O)(=O)[S-]
E_tot   -1078.01941 Eh
LUMO level   3.2 eV
Largest force on an atom   2.9 eV/A
Relative energy (zero: lowest compared OMol25 entry of this formula, charge and spin)   57.56 kcal/mol

Entry from OMol25: one molecule with the formula H2NOP at a distorted geometry (ωB97M-V/def2-TZVPD).

Atoms and positions in Å:
1 O 1.675 1.284 1.816
2 N 1.281 0.258 1.349
3 P -0.191 -0.198 0.779
4 H -0.533 0.919 -0.168
5 H 0.509 -0.711 -0.232

Computed properties:
Net charge   0
SMILES string   O=NP
E_tot   -472.40940 Eh
LUMO level (alpha / beta)   -0.5 / -0.5 eV
Largest force on an atom   3.7 eV/A
Relative energy (zero: lowest compared OMol25 entry of this formula, charge and spin)   107.52 kcal/mol

Entry from OMol25: a 2-piece molecular cluster, H2NOS2 overall at a distorted geometry (ωB97M-V/def2-TZVPD).

Atoms and positions in Å:
1 N -0.822 -1.750 -0.201
2 O 1.269 1.107 1.294
3 S -2.231 0.830 -0.084
4 S -1.261 -0.629 0.772
5 H -1.072 -1.513 -1.151
6 H 1.751 0.405 0.832

Computed properties:
Net charge   -1
E_tot   -927.52420 Eh
LUMO level (alpha / beta)   2.8 / 2.8 eV
Largest force on an atom   1.3 eV/A
Relative energy (zero: lowest compared OMol25 entry of this formula, charge and spin)   38.95 kcal/mol

Entry from OMol25: H2NOS2 as an isolated structure at a distorted geometry (ωB97M-V/def2-TZVPD).

Atoms and positions in Å:
1 N -1.203 1.235 1.576
2 O 0.885 0.017 2.563
3 S 0.895 0.369 -0.394
4 S 0.061 0.556 1.417
5 H -0.665 -1.073 -2.778
6 H 0.027 -1.103 -2.384

Computed properties:
Net charge   -1
E_tot   -927.42021 Eh
LUMO level (alpha / beta)   3.9 / 2.3 eV
2S+1   3
Largest force on an atom   9.0 eV/A
Expectation value of S²   2.02
Relative energy (zero: lowest compared OMol25 entry of this formula, charge and spin)   51.64 kcal/mol

Entry from OMol25: one molecule with the formula H2O2 at a distorted geometry (ωB97M-V/def2-TZVPD).

Atoms and positions in Å:
1 O 0.730 -0.345 0.192
2 O -0.649 -0.380 0.100
3 H 0.930 -0.227 -0.806
4 H -1.101 0.685 0.206

Computed properties:
Net charge   0
SMILES string   OO
E_tot   -151.54120 Eh
LUMO level   0.7 eV
Largest force on an atom   5.5 eV/A
Relative energy (zero: lowest compared OMol25 entry of this formula, charge and spin)   17.36 kcal/mol

Entry from OMol25: H2O2Rb as an isolated structure at a distorted geometry (ωB97M-V/def2-TZVPD).

Atoms and positions in Å:
1 Rb 0.964 -1.306 0.350
2 O -1.122 0.339 1.512
3 H -0.390 0.169 2.109
4 O 0.056 0.551 -1.580
5 H 0.492 0.246 -2.391

Computed properties:
Net charge   -1
E_tot   -175.69695 Eh
LUMO level   1.9 eV
Largest force on an atom   1.7 eV/A
Relative energy (zero: lowest compared OMol25 entry of this formula, charge and spin)   16.94 kcal/mol

Entry from OMol25: one molecule with the formula H2O3S2 at a distorted geometry (ωB97M-V/def2-TZVPD).

Atoms and positions in Å:
1 O 2.211 -1.006 0.746
2 S 0.948 -1.420 0.325
3 S 0.692 -3.332 0.368
4 O 0.136 -0.273 -1.196
5 O -1.040 0.345 -0.991
6 H -0.017 -1.025 1.290
7 H -1.815 -0.280 -1.211

Computed properties:
Net charge   0
SMILES string   O=[S@H](=S)OO
E_tot   -1023.07196 Eh
LUMO level (alpha / beta)   -1.9 / -1.9 eV
Largest force on an atom   5.3 eV/A
Relative energy (zero: lowest compared OMol25 entry of this formula, charge and spin)   111.16 kcal/mol

Entry from OMol25: one molecule with the formula H2O4S2 at a distorted geometry (ωB97M-V/def2-TZVPD).

Atoms and positions in Å:
1 O 1.353 -1.563 -0.622
2 O 0.439 2.411 -0.308
3 O -0.825 1.643 0.035
4 O -0.605 -2.224 0.870
5 S -1.043 0.276 -0.675
6 S 0.491 -0.975 0.333
7 H 0.252 3.440 -0.337
8 H -0.061 -3.008 0.704

Computed properties:
Net charge   0
E_tot   -1098.36448 Eh
LUMO level   -0.2 eV
Largest force on an atom   3.7 eV/A
Relative energy (zero: lowest compared OMol25 entry of this formula, charge and spin)   79.29 kcal/mol

Entry from OMol25: a 2-piece molecular cluster, H2P2S overall at a distorted geometry (ωB97M-V/def2-TZVPD).

Atoms and positions in Å:
1 P -0.016 -1.057 -0.769
2 P 0.739 0.872 0.060
3 S 0.089 -2.428 0.589
4 H -1.160 0.675 0.945
5 H 0.347 1.938 -0.825

Computed properties:
Net charge   0
E_tot   -1081.98302 Eh
LUMO level   -1.6 eV
Largest force on an atom   3.5 eV/A
Relative energy (zero: lowest compared OMol25 entry of this formula, charge and spin)   45.71 kcal/mol

Entry from OMol25: H2P2S as an isolated structure at a distorted geometry (ωB97M-V/def2-TZVPD).

Atoms and positions in Å:
1 P -0.708 -0.887 0.686
2 P 0.720 0.001 -0.583
3 S -2.841 0.311 -0.618
4 H 1.679 -0.536 0.257
5 H 1.150 1.111 0.258

Computed properties:
Net charge   0
E_tot   -1081.91252 Eh
LUMO level (alpha / beta)   -3.0 / -3.0 eV
Largest force on an atom   4.2 eV/A
Relative energy (zero: lowest compared OMol25 entry of this formula, charge and spin)   89.95 kcal/mol

Entry from OMol25: one molecule with the formula H2P2S2 at a distorted geometry (ωB97M-V/def2-TZVPD).

Atoms and positions in Å:
1 P 0.829 -0.339 -1.292
2 S 0.841 -0.927 0.749
3 P -0.748 0.385 1.237
4 S -1.060 0.736 -0.892
5 H 1.609 0.859 -1.055
6 H -1.471 -0.714 1.253

Computed properties:
Net charge   0
SMILES string   [PH]1#S#[PH]S1
E_tot   -1480.27385 Eh
LUMO level   -0.5 eV
Largest force on an atom   2.8 eV/A
Relative energy (zero: lowest compared OMol25 entry of this formula, charge and spin)   1.78 kcal/mol

Entry from OMol25: one molecule with the formula H2S (ωB97M-V/def2-TZVPD).

Atoms and positions in Å:
1 S 0.017 0.108 -0.009
2 H -0.795 -0.643 0.726
3 H 0.551 -0.955 -0.600

Computed properties:
Net charge   0
SMILES string   S
E_tot   -399.37366 Eh
LUMO level   1.0 eV
Largest force on an atom   0.4 eV/A
Relative energy (zero: lowest compared OMol25 entry of this formula, charge and spin)   0.07 kcal/mol

Entry from OMol25: a 15-piece molecular cluster, H30O15 overall at a distorted geometry (ωB97M-V/def2-TZVPD).

Atoms and positions in Å:
1 O 3.432 -1.166 1.803
2 H 3.786 -1.118 2.701
3 H 2.539 -1.448 2.053
4 O -1.192 -2.293 3.569
5 H -1.854 -1.700 3.935
6 H -0.830 -1.799 2.783
7 O 1.633 3.581 -2.678
8 H 1.642 2.658 -2.412
9 H 1.905 4.006 -1.856
10 O -2.969 -0.492 0.637
11 H -3.814 -0.212 0.985
12 H -2.963 -1.406 0.334
13 O -2.994 -1.479 -3.366
14 H -2.350 -0.874 -3.736
15 H -2.672 -2.379 -3.344
16 O -1.045 2.163 -1.986
17 H -0.656 2.529 -2.786
18 H -0.356 2.222 -1.320
19 O -2.153 -3.409 0.051
20 H -1.502 -4.029 0.397
21 H -2.054 -3.417 -0.906
22 O 0.318 -2.192 -1.148
23 H -0.629 -2.076 -1.026
24 H 0.743 -1.323 -1.226
25 O -0.312 2.928 1.376
26 H -0.214 3.739 1.876
27 H -0.972 2.784 0.705
28 O 2.104 3.776 1.365
29 H 2.951 3.387 1.597
30 H 1.425 3.063 1.370
31 O -0.662 -3.330 -3.361
32 H 0.154 -3.044 -2.898
33 H -1.021 -3.929 -2.699
34 O 3.961 1.916 -0.690
35 H 4.850 1.740 -0.378
36 H 3.419 2.353 -0.029
37 O 1.762 0.304 -0.660
38 H 2.292 0.855 -1.253
39 H 2.427 -0.329 -0.353
40 O -0.389 -1.134 1.353
41 H -0.355 -1.898 0.766
42 H -1.139 -0.566 1.152
43 O -2.207 1.360 3.193
44 H -2.556 0.795 2.508
45 H -1.485 0.882 3.603

Computed properties:
Net charge   0
E_tot   -1146.55102 Eh
LUMO level   -0.1 eV
Largest force on an atom   2.0 eV/A
Relative energy (zero: lowest compared OMol25 entry of this formula, charge and spin)   55.88 kcal/mol

Entry from OMol25: a 15-piece molecular cluster, H30O15 overall at a distorted geometry (ωB97M-V/def2-TZVPD).

Atoms and positions in Å:
1 H 0.075 -0.481 -0.217
2 H 0.527 -1.169 -1.495
3 H 1.081 3.683 0.464
4 H 2.036 4.167 1.543
5 H -3.338 2.249 -2.146
6 H -4.223 1.157 -1.569
7 H 1.525 -2.195 -0.105
8 H 3.002 -1.867 0.041
9 H 0.598 1.289 2.801
10 H 1.414 0.058 3.162
11 H -1.267 2.102 -1.965
12 H -0.620 0.818 -1.473
13 H -2.607 -2.248 0.109
14 H -3.153 -3.631 -0.210
15 H 3.270 -1.343 -2.180
16 H 3.310 -0.071 -3.010
17 H -1.356 -3.222 2.212
18 H -0.227 -4.102 2.722
19 H 4.939 -1.197 -0.329
20 H 5.807 -0.549 -1.395
21 H -3.162 -0.662 -2.560
22 H -3.372 -2.150 -2.338
23 H -4.703 2.130 1.512
24 H -3.524 1.307 1.021
25 H 2.846 2.140 -0.022
26 H 2.819 3.215 -1.096
27 H -1.483 2.284 1.613
28 H -1.433 2.933 0.240
29 H -0.332 -1.526 2.849
30 H 0.450 -1.742 1.563
31 O 0.836 -0.576 -0.801
32 O 1.156 3.794 1.418
33 O -3.361 1.301 -1.974
34 O 2.350 -2.545 0.251
35 O 1.409 1.018 3.246
36 O -1.480 1.218 -1.643
37 O -2.966 -2.775 -0.614
38 O 3.291 -1.031 -3.091
39 O -1.030 -3.654 3.010
40 O 5.801 -1.270 -0.756
41 O -2.738 -1.517 -2.692
42 O -4.486 1.347 0.992
43 O 3.222 2.998 -0.248
44 O -0.870 2.534 0.913
45 O -0.033 -2.218 2.248

Computed properties:
Net charge   0
E_tot   -1146.37035 Eh
LUMO level   -0.7 eV
Largest force on an atom   6.8 eV/A
Relative energy (zero: lowest compared OMol25 entry of this formula, charge and spin)   169.25 kcal/mol